# 1
64
Properties=species:S:1:pos:R:3:forces:R:3:lowdin_charge:R:1 method="wB97M-V/def2-TZVPD" homo_lumo_gap_ev=7.233 e_lumo_ev=2.50 charge=-1
Y 0.117411 0.475066 -0.627467 0.7 1.2 -0.2 1.473
C 2.903435 -0.802964 2.008232 0.0 0.0 0.0 -0.031
C 1.448905 -0.486262 1.789711 -0.1 0.0 0.1 -0.489
O 1.231956 0.624037 1.111815 0.6 0.1 1.3 -0.238
C 0.483236 -1.321901 2.227021 0.0 0.0 -0.1 -0.012
C -1.003490 -1.222647 2.044679 0.0 0.0 0.1 -0.387
C -1.721778 -0.980707 3.362442 0.0 0.0 0.0 -0.014
N -1.500491 -0.324810 0.924024 -0.5 0.0 0.1 -0.071
N -2.371490 0.744096 1.323521 -0.1 0.0 0.0 0.110
C -2.191911 1.845264 0.649699 -0.2 -0.2 0.0 -0.443
O -1.262374 2.126595 -0.192224 -0.5 0.3 0.3 -0.156
C -3.276973 2.870231 0.839725 0.2 0.2 0.1 -0.133
C -4.391657 2.621419 1.637245 0.0 0.0 0.0 -0.035
C -5.382985 3.580624 1.769612 0.0 0.0 0.0 -0.096
C -5.274853 4.797041 1.106203 0.0 0.0 0.0 -0.110
C -4.166800 5.048885 0.311052 0.0 0.0 0.0 -0.094
C -3.172022 4.089552 0.181067 0.0 0.0 0.0 -0.029
H 3.373349 -0.978814 1.038092 0.0 0.0 0.0 0.082
H 3.044490 -1.680659 2.638485 0.0 0.0 0.0 0.070
H 3.397482 0.057987 2.462167 0.0 0.0 0.0 0.078
H 0.790064 -2.215490 2.760522 0.0 0.0 0.0 0.104
H -1.439972 -1.771856 4.060217 0.0 0.0 0.0 0.082
H -2.803295 -0.974359 3.233216 0.0 0.0 0.0 0.076
H -1.404248 -0.024536 3.776156 0.0 0.0 0.0 0.087
H -4.462590 1.667438 2.141424 0.0 0.0 0.0 0.103
H -6.247211 3.378276 2.390611 0.0 0.0 0.0 0.095
H -6.053306 5.543447 1.208221 0.0 0.0 0.0 0.092
H -4.076568 5.994333 -0.209949 0.0 0.0 0.0 0.094
H -2.301142 4.264003 -0.435983 0.0 0.0 0.0 0.107
N 0.304328 2.346909 -4.901021 0.0 0.0 0.0 0.119
C 0.051578 2.306071 -3.567595 -0.1 0.1 0.0 -0.156
N -0.344771 1.279283 -2.929539 0.0 -0.4 -0.2 0.056
C -0.346284 -0.002727 -3.627979 -0.7 -0.1 0.0 -0.438
N -1.175783 -0.974951 -3.096206 0.1 0.0 -0.1 0.040
N -1.328517 -0.862484 -1.766164 -0.6 -0.5 -0.4 -0.135
C -2.043679 -1.699016 -1.108961 0.0 0.1 -0.1 -0.039
C -2.288153 -1.485564 0.364900 0.0 0.0 0.0 -0.358
C -3.773581 -1.505881 0.616005 0.0 0.0 0.0 -0.031
C -4.319652 -2.612194 1.128134 0.0 0.0 0.0 -0.099
C -3.503308 -3.691631 1.674160 0.0 0.0 0.0 -0.094
C -2.189378 -3.471205 1.851357 0.0 0.0 0.0 -0.117
N -1.573431 -2.377191 1.288644 0.0 0.0 -0.1 0.045
C -0.554886 0.131850 -5.112055 0.1 0.0 0.0 -0.081
C -1.095843 -0.881226 -5.890076 0.0 0.0 0.0 -0.009
C -1.205559 -0.726804 -7.262330 0.0 0.0 0.0 -0.088
C -0.781010 0.451564 -7.866946 0.0 0.0 0.0 -0.100
C -0.262423 1.480039 -7.100606 0.0 0.0 0.0 -0.033
C -0.154583 1.312597 -5.724430 0.0 0.0 0.0 -0.184
H 0.555436 3.225730 -5.317416 0.0 0.0 0.0 0.142
H 0.187697 3.243516 -3.035910 0.0 0.0 0.0 0.144
H -2.549850 -2.521195 -1.612720 0.0 0.0 0.0 0.127
H -4.358275 -0.650930 0.306254 0.0 0.0 0.0 0.107
H -5.397021 -2.687087 1.224733 0.0 0.0 0.0 0.095
H -3.964609 -4.601092 2.031597 0.0 0.0 0.0 0.083
H -1.552057 -4.131999 2.429354 0.0 0.0 0.0 0.117
H -1.415196 -1.782638 -5.386739 0.0 0.0 0.0 0.110
H -1.616592 -1.526229 -7.865217 0.0 0.0 0.0 0.096
H -0.863118 0.573475 -8.939742 0.0 0.0 0.0 0.096
H 0.050962 2.410720 -7.560175 0.0 0.0 0.0 0.104
O 1.216165 -0.402853 -3.665151 0.3 0.0 0.1 -0.207
S 2.129777 -0.416709 -2.381321 0.3 -0.2 -0.7 0.394
O 3.405905 -0.882378 -2.818059 0.1 0.0 0.1 -0.268
O 2.108713 0.955607 -1.823869 0.2 0.0 -0.2 -0.383
O 1.427391 -1.267765 -1.395710 0.2 -0.3 -0.2 -0.365

---

# 2
36
Properties=species:S:1:pos:R:3:forces:R:3:lowdin_charge:R:1 method="wB97M-V/def2-TZVPD" de_lowest_kj_mol=112.8 homo_lumo_gap_ev=7.488 e_lumo_ev=-4.83 charge=+1
Sn 1.307248 -2.264974 0.949229 -0.3 2.2 1.3 1.664
B 1.020223 -1.877021 4.017881 0.0 0.6 -1.1 -0.477
H 1.106974 -2.069623 5.133925 0.3 -0.6 1.7 -0.028
H 1.845936 -1.161029 3.673159 1.5 1.4 -0.7 -0.070
H 1.189912 -2.872860 3.449025 0.2 -2.4 -1.5 -0.124
H -0.015340 -1.446636 3.792513 -1.9 0.8 -0.7 -0.056
C 1.674718 1.198714 -1.883790 -0.3 -0.7 0.4 -0.250
S 2.710880 -0.195479 -2.462473 -1.5 -0.1 -0.6 0.896
O 2.623888 -1.251503 -1.393947 -0.2 -0.3 0.9 -0.705
C 1.525260 -0.768386 -3.770451 0.4 0.0 0.9 -0.218
H 2.206369 1.640082 -1.042826 0.1 0.3 -0.3 0.041
H 0.757547 0.769500 -1.474419 0.1 -0.3 0.0 0.018
H 1.349263 1.885667 -2.662967 0.6 0.1 -0.1 0.067
H 1.480097 0.054842 -4.480245 0.0 -0.4 -0.4 0.057
H 0.549882 -1.007911 -3.344413 0.0 0.6 0.4 0.034
H 1.857619 -1.739693 -4.133219 0.5 0.4 -0.4 0.057
C -0.679153 2.144891 1.078761 0.8 0.6 0.2 -0.217
S 0.579814 1.492033 2.256900 -0.3 0.3 0.1 0.881
O 1.440160 0.563142 1.420868 -0.2 -0.7 -0.5 -0.676
C 1.548516 3.033387 2.348428 0.5 -0.9 0.3 -0.228
H -1.580585 1.545056 0.993105 0.3 -0.4 0.0 0.024
H -0.080454 2.243170 0.173241 -0.4 -0.3 -0.3 0.035
H -0.991329 3.157200 1.338324 0.1 -0.1 0.4 0.063
H 1.040614 3.735319 3.007524 -0.3 0.3 -0.6 0.066
H 1.834033 3.312009 1.335303 -0.5 0.5 0.0 0.059
H 2.489698 2.831725 2.862788 -0.1 -0.5 0.0 0.063
C -3.374221 -0.817011 0.117067 0.4 -0.9 1.0 -0.231
S -2.077289 -0.688964 -1.177598 -0.9 0.7 -0.5 0.844
O -0.821221 -1.361642 -0.673347 -0.1 -0.6 0.5 -0.714
C -2.810861 -1.715112 -2.516607 0.1 -0.2 0.7 -0.215
H -4.428462 -0.588155 -0.037625 0.2 0.3 -1.1 0.072
H -3.069091 -0.201061 0.963802 0.3 0.2 -0.2 0.036
H -3.381177 -1.836596 0.510663 0.3 -0.2 -0.2 0.063
H -3.396466 -1.087172 -3.186246 0.0 0.2 0.2 0.060
H -3.440783 -2.499379 -2.099734 0.1 0.0 0.0 0.058
H -1.992228 -2.156517 -3.082589 0.1 0.1 0.1 0.051

---

# 3
11
Properties=species:S:1:pos:R:3:forces:R:3:lowdin_charge:R:1 method="wB97M-V/def2-TZVPD" de_lowest_kj_mol=566.7 homo_lumo_gap_ev=9.306 e_lumo_ev=0.25
C 1.414281 0.985268 -0.057420 2.2 2.0 2.8 -0.075
C -0.135718 0.991227 -0.250458 0.2 6.1 3.0 -0.382
H -1.874398 -1.084720 0.953703 0.7 0.2 -0.4 0.099
H -2.441809 -0.399446 -0.566357 4.2 -2.0 1.9 0.242
H 0.947558 -1.957149 -0.125080 -1.3 0.7 0.3 0.140
H 2.166750 1.898246 0.514538 -2.8 -2.6 -2.4 0.191
N -1.457848 -0.969510 0.016593 -9.1 -0.4 -1.6 0.043
N -0.376287 -0.291435 0.003338 2.5 0.9 -0.9 -0.248
N 0.761107 -0.986035 -0.419992 3.7 -1.5 0.7 -0.015
N 1.880493 -0.222206 0.058572 -2.3 0.9 -2.3 0.035
O -0.884132 2.035758 -0.127436 2.0 -4.3 -1.2 -0.030

---

# 4
13
Properties=species:S:1:pos:R:3:forces:R:3:lowdin_charge:R:1 method="wB97M-V/def2-TZVPD" de_lowest_kj_mol=98.2 homo_lumo_gap_ev=9.110 smiles=CSCSC e_lumo_ev=0.90
C -2.712003 -0.173498 -0.298418 1.2 0.8 -1.8 -0.388
C 0.248367 -0.744807 0.322668 -0.2 0.3 0.3 -0.814
C 2.541711 0.782417 -0.082860 -0.2 1.1 1.3 -0.455
H -3.244042 0.414216 -1.077834 0.3 -0.3 0.6 0.041
H -2.922847 -1.199216 -0.460383 0.3 -1.1 -0.5 0.018
H -3.070033 0.049305 0.642050 -0.8 0.8 2.0 -0.012
H -0.074065 -1.777968 0.533280 0.0 0.3 -0.8 0.046
H 0.455186 -0.356920 1.320762 0.2 0.2 -0.1 0.025
H 3.470295 1.141837 -0.611286 -1.1 -0.8 0.4 0.061
H 1.782597 1.580185 -0.058032 0.4 0.0 -0.4 0.022
H 2.724188 0.602806 0.990878 0.5 0.1 -0.4 0.031
S -0.953356 0.375781 -0.514871 -0.6 -0.5 -0.2 0.722
S 1.754001 -0.694134 -0.705949 0.0 -1.0 -0.3 0.702

---

# 5
41
Properties=species:S:1:pos:R:3:forces:R:3:lowdin_spin:R:1 method="wB97M-V/def2-TZVPD" homo_lumo_gap_ev="8.574 / 7.305" spin_multiplicity=3 s2=2.010 e_lumo_ev="-3.19 / -4.74" charge=+1
Pd 11.912137 9.643366 4.570710 0.7 0.0 -0.4 1.254
O 13.935334 9.642115 5.332915 -0.3 0.1 0.0 0.162
S 14.205530 10.612597 4.173004 1.1 -0.2 0.2 -0.009
O 15.585580 10.950320 4.009119 -0.6 -0.4 0.0 0.057
O 13.643889 9.768268 3.022656 -0.6 0.0 0.0 0.299
O 13.277443 11.727767 4.359490 -0.8 0.0 0.1 0.114
C 5.414223 9.744997 4.264704 0.2 0.0 -0.1 0.000
C 6.928263 9.737998 4.276715 -0.5 -0.4 0.0 -0.001
C 7.660233 9.541653 5.435992 -0.1 0.1 0.5 0.002
C 9.041180 9.543882 5.404286 -0.6 -0.2 0.4 0.012
N 9.743626 9.718116 4.292652 0.2 0.0 0.2 0.033
C 9.043035 9.902621 3.182414 -0.1 0.0 -1.0 0.001
C 7.662078 9.882600 3.108258 0.0 0.4 0.5 0.001
H 4.993994 9.497894 5.231371 0.1 0.0 0.3 0.000
H 5.019921 9.001408 3.564047 0.2 0.2 -0.1 0.000
H 5.034144 10.732133 3.977183 0.1 -0.2 0.0 0.000
H 7.143887 9.427366 6.380086 0.1 -0.1 0.1 0.000
H 9.598025 9.372956 6.302292 0.2 0.0 0.5 0.006
H 9.648687 10.059897 2.315270 0.1 0.1 -0.6 0.000
H 7.109593 10.076423 2.207124 0.3 -0.1 -0.5 0.000
C 11.227376 4.793156 4.274658 -0.5 0.1 0.1 0.003
C 10.771637 6.262614 4.466815 0.2 0.1 0.0 0.003
N 11.949688 7.142513 4.384648 -0.3 0.6 -0.1 0.062
C 12.862458 6.879518 5.505608 -0.1 -0.5 -0.4 0.001
C 13.253014 5.383343 5.534755 -0.3 0.6 -0.1 0.001
N 12.717863 4.769424 4.285546 0.2 0.1 -0.5 0.000
C 13.256440 5.522603 3.086359 -0.7 0.0 -0.1 0.001
C 12.619013 6.930991 3.091787 -0.4 -0.3 -0.1 -0.001
H 10.892193 4.375657 3.324118 0.1 0.0 0.1 0.000
H 10.872189 4.157910 5.085796 0.1 -0.1 -0.1 0.000
H 10.296183 6.407429 5.435289 0.1 -0.1 0.1 0.000
H 10.030563 6.530239 3.710947 0.2 0.1 0.0 0.000
H 12.350344 7.154056 6.413596 0.0 0.1 0.4 0.001
H 13.728717 7.508719 5.378502 0.3 0.3 0.1 -0.001
H 12.791862 4.857207 6.346804 -0.1 -0.3 0.5 0.000
H 14.323966 5.253176 5.555295 0.3 -0.2 0.0 0.000
H 13.016257 3.799279 4.253645 0.1 -0.1 -0.2 0.000
H 13.041659 4.938629 2.196031 -0.1 0.0 0.0 0.000
H 14.315940 5.593033 3.214946 0.7 -0.1 0.1 0.000
H 11.867173 7.096841 2.303540 0.3 -0.3 0.2 0.000
H 13.384672 7.677851 2.946378 0.2 0.3 0.1 -0.002

---

# 6
8
Properties=species:S:1:pos:R:3:forces:R:3:lowdin_charge:R:1 method="wB97M-V/def2-TZVPD" de_lowest_kj_mol=339.4 homo_lumo_gap_ev="7.194 / 7.200" e_lumo_ev="-1.24 / -1.24"
C 0.985546 -0.238194 0.233346 1.2 -1.9 -2.3 -0.301
N -0.854694 1.383020 -0.375602 -1.7 1.7 1.2 -0.298
O -1.832328 1.968860 -0.048315 1.2 -1.1 -0.7 -0.006
S -0.708267 -0.388874 -0.544796 1.2 -2.5 -0.7 0.395
S -1.542212 -2.152629 -0.133004 0.0 1.2 0.3 0.054
H 0.770599 0.259123 1.133064 0.5 0.4 1.3 0.010
H 1.484456 0.366412 -0.530490 0.0 0.4 0.6 0.028
H 1.696901 -1.197720 0.265797 -2.5 1.8 0.2 0.117

---

It is found that the strongest force on any atom values, taken in the order of the records, are 1.43, 2.81, 9.22, 2.31, 1.15, 3.26 eV/Å.